i:
DFT (ωB97M-V with the def2-TZVPD basis set) results for a single C3H6Br2O2 molecule.

Calculated values
spin multiplicity = 1
structure (SMILES) = CC(O)(O)C(Br)Br
HOMO level = -10.4 eV
M = 233.887 Da

Last column: Mulliken charge in e.
Cartesian coordinates (Å):
1 C -1.34 -0.71 0.31  -1.292
2 C 1.30 0.29 0.67  -0.279
3 C -0.07 0.14 -0.26  0.457
4 O 0.13 -0.53 -1.46  -0.454
5 O -0.45 1.49 -0.36  -0.527
6 Br 1.85 -1.57 1.06  -0.096
7 Br 2.58 1.43 -0.30  -0.071
8 H -2.28 -0.53 -0.21  0.401
9 H -1.42 -0.43 1.36  0.331
10 H -1.04 -1.74 0.19  0.372
11 H 1.12 0.70 1.67  0.487
12 H 0.92 -0.27 -1.88  0.338
13 H -1.30 1.74 -0.78  0.333

---

ii:
DFT (ωB97M-V with the def2-TZVPD basis set) results for 2 unconnected molecules or ions with the total composition C3H6Br2O2.

Calculated values
spin multiplicity = 1
HOMO level (alpha / beta) = -9.5 / -8.0 eV
M = 233.887 Da

Last column: Mulliken charge in e.
Cartesian coordinates (Å):
1 C -0.28 -0.94 1.66  -1.137
2 C -0.11 0.78 -0.54  -0.035
3 C -0.25 -0.60 0.21  0.454
4 O -1.41 1.30 -0.69  -0.501
5 O 0.39 0.69 -1.86  -0.488
6 Br -0.52 -2.01 -0.96  0.017
7 Br 3.23 -0.13 -0.20  -0.389
8 H -0.12 -1.94 1.73  0.481
9 H -1.23 -0.82 2.01  0.372
10 H 0.61 -0.37 2.10  0.253
11 H 0.34 1.64 0.01  0.323
12 H -1.83 1.15 -1.58  0.319
13 H 1.19 1.25 -1.90  0.333

---

The calculated energies rank the structures as follows, beginning with the most stable: i, ii.